A cluster of 11 separate species, C37H86Cl2O28P4 in total. Source: OMol25; level of theory: ωB97M-V/def2-TZVPD.

```
157
Properties=species:S:1:pos:R:3:lowdin_charge:R:1
C 3.724 -2.883 9.329 -0.1218
O 3.873 -2.604 7.964 -0.2123
P 5.098 -1.679 7.471 0.4598
O 5.228 -1.469 5.991 -0.2552
O 4.972 -0.280 8.292 -0.2240
C 3.986 0.655 8.020 -0.1393
O 6.357 -2.426 8.168 -0.2351
C 7.729 -1.964 7.964 -0.0666
H 2.703 -2.646 9.627 0.0925
H 4.400 -2.290 9.945 0.0831
H 3.984 -3.931 9.478 0.0952
H 4.448 1.638 8.108 0.0867
H 3.295 0.756 8.857 0.0846
H 3.422 0.623 7.088 0.0976
H 8.136 -1.576 8.897 0.0830
H 7.682 -1.041 7.385 0.0803
H 8.383 -2.739 7.564 0.0917
C -1.517 4.767 -7.994 -0.1014
O -1.374 5.455 -6.756 -0.2369
P -1.465 7.083 -6.609 0.5013
O -2.732 7.608 -7.239 -0.2636
O -1.378 7.426 -4.990 -0.2312
C -0.383 6.899 -4.141 -0.1302
O -0.028 7.595 -7.106 -0.2317
C 0.466 8.882 -6.815 -0.1070
H -2.295 4.005 -7.954 0.0894
H -0.565 4.291 -8.232 0.0870
H -1.772 5.458 -8.798 0.0853
H 0.465 6.397 -4.607 0.0896
H -0.818 6.203 -3.424 0.0889
H 0.027 7.716 -3.548 0.0873
H -0.244 9.502 -6.267 0.0932
H 0.857 9.365 -7.710 0.0938
H 1.289 8.730 -6.116 0.0866
C -4.739 -3.734 -2.240 -0.1259
O -5.446 -3.273 -1.120 -0.2120
P -4.920 -3.716 0.340 0.4907
O -3.422 -3.728 0.478 -0.2569
O -5.704 -2.613 1.248 -0.1981
C -6.006 -2.869 2.547 -0.1560
O -5.689 -5.127 0.525 -0.2090
C -5.144 -6.168 1.295 -0.1286
H -3.665 -3.685 -2.057 0.0810
H -4.923 -3.188 -3.165 0.0870
H -5.015 -4.768 -2.448 0.0889
H -5.543 -3.777 2.936 0.0816
H -7.082 -3.011 2.650 0.0964
H -5.706 -2.049 3.199 0.0969
H -4.301 -5.884 1.925 0.0852
H -4.887 -7.023 0.670 0.0922
H -5.877 -6.548 2.006 0.0865
C -8.104 -0.382 -6.135 -0.1033
O -8.175 0.921 -5.613 -0.2426
P -7.456 2.162 -6.346 0.4786
O -7.459 1.989 -7.855 -0.2683
O -8.185 3.490 -5.758 -0.2279
C -7.540 4.712 -6.038 -0.1133
O -5.976 2.237 -5.699 -0.2318
C -5.665 1.981 -4.345 -0.0990
H -9.145 -0.677 -6.267 0.0927
H -7.660 -0.971 -5.331 0.0876
H -7.549 -0.439 -7.071 0.0880
H -6.920 4.941 -5.171 0.0934
H -8.352 5.371 -6.347 0.0972
H -6.941 4.655 -6.946 0.0863
H -4.805 1.322 -4.230 0.0879
H -6.517 1.500 -3.863 0.0853
H -5.397 2.924 -3.869 0.0889
C 5.590 -1.366 -0.631 -0.0685
C 7.123 -1.475 -0.638 -0.2103
O 7.493 -2.761 -1.145 -0.0260
C 7.682 -3.013 -2.449 -0.4991
C 7.965 -4.534 -2.595 0.0216
O 7.467 -2.242 -3.376 0.0841
H 5.235 -0.489 -0.090 0.0742
H 5.139 -2.254 -0.186 0.0733
H 5.131 -1.309 -1.618 0.0736
H 7.503 -0.569 -1.109 0.1187
H 7.539 -1.395 0.366 0.1172
H 8.993 -4.706 -2.275 0.0799
H 7.910 -4.700 -3.671 0.0794
H 7.290 -5.165 -2.016 0.0822
C -6.499 7.934 -0.229 -0.0578
C -5.036 7.419 0.012 -0.1662
O -4.980 6.858 1.360 -0.0045
C -4.648 5.613 1.637 -0.5238
C -4.933 5.144 3.072 0.0119
O -4.284 4.719 0.870 0.0591
H -6.801 8.220 -1.237 0.0736
H -6.714 8.785 0.416 0.0654
H -7.187 7.194 0.180 0.0728
H -4.818 6.724 -0.799 0.1100
H -4.260 8.180 -0.063 0.1164
H -5.669 4.340 3.039 0.0869
H -5.335 5.912 3.732 0.0727
H -3.973 4.856 3.498 0.0839
C 2.150 -6.496 -5.886 -0.0627
C 2.779 -5.243 -5.283 -0.2302
O 1.921 -4.136 -5.281 0.0305
C 1.874 -3.371 -6.310 -0.5569
C 1.000 -2.142 -6.201 0.0251
O 2.403 -3.628 -7.403 0.0586
H 2.959 -7.216 -6.013 0.0771
H 1.755 -6.410 -6.898 0.0826
H 1.461 -6.875 -5.132 0.0734
H 3.289 -5.439 -4.340 0.1264
H 3.592 -5.062 -5.986 0.1127
H 1.516 -1.437 -5.549 0.0898
H 0.067 -2.473 -5.744 0.0849
H 0.787 -1.768 -7.203 0.0890
C -1.741 -3.358 6.545 -0.0577
C -1.357 -1.922 6.210 -0.2237
O -1.128 -1.178 7.381 -0.0118
C -2.139 -0.526 7.930 -0.5451
C -1.729 0.178 9.222 0.0222
O -3.229 -0.361 7.430 0.0913
H -1.151 -3.724 7.386 0.0778
H -1.762 -4.013 5.674 0.0792
H -2.734 -3.422 6.990 0.0732
H -0.403 -1.883 5.685 0.1248
H -2.122 -1.406 5.629 0.1187
H -0.890 -0.301 9.728 0.0771
H -2.532 0.322 9.945 0.0850
H -1.431 1.158 8.850 0.0891
C 2.499 -10.884 -0.452 -0.0428
C 2.987 -10.137 0.872 -0.2030
O 2.939 -8.733 0.714 -0.0372
C 1.858 -7.979 0.971 -0.5682
C 2.084 -6.606 0.400 0.0244
O 0.864 -8.353 1.477 0.1321
H 1.410 -10.908 -0.472 0.0718
H 2.904 -11.896 -0.475 0.0638
H 3.000 -10.398 -1.288 0.0691
H 2.370 -10.454 1.712 0.1109
H 4.001 -10.418 1.157 0.1141
H 3.016 -6.665 -0.160 0.0839
H 2.071 -5.814 1.149 0.0898
H 1.201 -6.373 -0.196 0.0912
C 6.255 4.499 3.236 -0.0632
C 5.159 5.590 3.222 -0.2193
O 5.521 6.523 2.209 -0.0265
C 4.727 7.572 1.860 -0.5009
C 5.268 8.305 0.676 0.0110
O 3.631 7.837 2.360 0.0763
H 7.244 4.958 3.248 0.0770
H 6.134 3.861 2.360 0.0696
H 6.219 3.778 4.052 0.0715
H 4.119 5.314 3.046 0.1216
H 5.150 5.955 4.249 0.1158
H 4.462 8.421 -0.048 0.0913
H 6.100 7.822 0.164 0.0840
H 5.613 9.267 1.056 0.0920
Cl 0.351 1.550 2.138 0.5055
C -0.314 0.686 0.773 -1.0027
Cl 0.114 1.530 -0.779 0.4440
H 0.258 -0.242 0.745 0.0145
H -1.387 0.509 0.846 0.0370
```

For the molar mass, the calculation gives 1173.9 g/mol. The calculation puts the HOMO-LUMO gap at 10.07 eV. Its total energy is -159300.373 eV. The calculation puts the HOMO energy at -9.953 eV. As for the SMILES: COP(=O)(OC)OC.COP(=O)(OC)OC.COP(=O)(OC)OC.COP(=O)(OC)OC.CCOC(C)=O.CCOC(C)=O.CCOC(C)=O.CCOC(C)=O.CCOC(C)=O.CCOC(C)=O.ClCCl. The calculation puts the energy relative to the best compared isomer or geometry (same formula, charge and spin) at 5.102 eV. The LUMO energy is 0.11 eV.